1.
A structure of composition C29H29F9LaN5O3 at a distorted geometry, computed with the ωB97M-V functional and the def2-TZVPD basis.

```
76
Properties=species:S:1:pos:R:3:lowdin_charge:R:1
La 0.3380 -0.5067 0.5577 2.078
C -3.9156 1.5223 0.4544 -0.033
C -3.3781 1.4169 -0.9480 -0.219
C -3.7741 2.3615 -1.8912 -0.055
C -3.2805 2.3379 -3.1864 -0.088
C -2.3701 1.3540 -3.5373 -0.059
C -1.9487 0.3917 -2.6203 -0.224
C -0.9539 -0.6549 -3.0497 -0.035
C -2.4638 0.4160 -1.3188 -0.241
N -1.9727 -0.4704 -0.3117 -0.070
C -2.8965 -1.2560 0.2961 -0.510
O -4.0325 -1.5253 -0.0662 0.058
C -2.4462 -1.8119 1.6510 -0.195
C -3.2249 -2.6986 2.3635 0.017
C -2.7980 -3.0722 3.6323 -0.016
C -1.6241 -2.5518 4.1626 0.018
C -0.8851 -1.6881 3.3799 -0.182
N -1.3024 -1.3397 2.1583 -0.023
C 0.4276 -1.0665 3.8631 -0.500
O 0.6983 -1.1402 5.0532 0.054
N 1.1280 -0.5031 2.8537 -0.110
C 2.3749 0.1417 3.1211 -0.219
C 2.4496 1.5363 3.0003 -0.229
C 1.2113 2.3875 2.8666 -0.046
C 3.6899 2.1680 3.0856 -0.067
C 4.8395 1.4325 3.3189 -0.087
C 4.7444 0.0586 3.4974 -0.047
C 3.5250 -0.6077 3.4102 -0.194
C 3.4684 -2.0995 3.6105 -0.022
H -4.3453 2.5099 0.6217 0.077
H -3.1289 1.3643 1.1976 0.076
H -4.6844 0.7726 0.6473 0.085
H -4.4781 3.1308 -1.5929 0.108
H -3.5990 3.0790 -3.9089 0.099
H -1.9725 1.3208 -4.5462 0.106
H -0.5983 -0.4506 -4.0597 0.082
H -1.3820 -1.6598 -3.0253 0.094
H -0.0842 -0.7125 -2.3956 0.028
H -4.1441 -3.0529 1.9195 0.123
H -3.3926 -3.7634 4.2168 0.113
H -1.2675 -2.7901 5.1547 0.123
H 0.8731 2.7416 3.8434 0.096
H 0.3736 1.8312 2.4529 0.038
H 1.3973 3.2695 2.2487 0.070
H 3.7430 3.2477 2.9877 0.110
H 5.7996 1.9293 3.3847 0.100
H 5.6383 -0.5165 3.7146 0.110
H 4.3704 -2.4352 4.1238 0.083
H 3.4201 -2.6347 2.6625 0.058
H 2.6143 -2.3955 4.2174 0.074
N 2.6043 0.7753 -0.4021 -0.052
C 2.4579 2.1915 -0.7708 -0.247
C 1.1006 2.4186 -1.3974 -0.241
N 0.0281 2.0915 -0.4371 -0.031
H 3.3981 0.6379 0.2179 0.084
H 2.7821 0.2057 -1.2260 0.082
H 3.2437 2.5326 -1.4480 0.118
H 2.5489 2.7822 0.1441 0.104
H 0.9721 1.7690 -2.2678 0.116
H 1.0295 3.4469 -1.7585 0.119
H -0.8803 2.1116 -0.8978 0.062
H 0.0020 2.7977 0.2925 0.077
F 3.4331 -2.2010 0.3220 0.140
C 3.1199 -3.2356 -0.4724 -0.539
F 3.8557 -3.1080 -1.5788 0.179
F 3.4906 -4.3599 0.1537 0.175
C 1.5825 -3.2230 -0.8043 -0.305
O 1.1787 -1.9363 -0.9690 -0.360
C 1.3038 -4.0766 -2.0707 -0.554
F 1.8201 -5.3092 -1.9580 0.172
F 1.8243 -3.5044 -3.1565 0.176
F -0.0137 -4.1918 -2.2685 0.177
C 0.7933 -3.8339 0.4067 -0.546
F 0.9201 -5.1387 0.5683 0.206
F -0.5113 -3.5399 0.2964 0.156
F 1.2031 -3.2069 1.5378 0.122
```

total charge = 0
HOMO = -0.3066 Eh
orbital gap = 8.394 eV
relative energy (zero: lowest compared OMol25 entry of this formula, charge and spin) = 0.0 kcal/mol
LUMO = 0.05 eV
energy = -69461.23629 eV

2.
A structure of composition C3H2N2O at a distorted geometry, computed with the ωB97M-V functional and the def2-TZVPD basis.

```
8
Properties=species:S:1:pos:R:3:lowdin_charge:R:1
C -0.1959 -1.3505 1.1895 -0.201
C -0.5716 1.2176 -0.3525 -0.079
C 0.2968 -0.5267 0.1363 -0.225
N -0.7493 -1.7690 2.1097 0.164
N 1.2244 -0.8428 -0.6636 0.149
O -0.0386 1.7688 -1.2550 0.051
H -1.3678 1.7166 0.2316 0.108
H 1.4020 -0.2141 -1.3960 0.032
```

total charge = 0
HOMO = -0.3667 Eh
orbital gap = 9.350 eV
relative energy (zero: lowest compared OMol25 entry of this formula, charge and spin) = 40.7 kcal/mol
LUMO = -0.63 eV
energy = -8167.94854 eV

3.
A cluster of 2 separate species, CH3Br2P in total at a distorted geometry, computed with the ωB97M-V functional and the def2-TZVPD basis.

```
7
Properties=species:S:1:pos:R:3:lowdin_charge:R:1
C 1.7276 -3.0144 0.9605 -0.508
P -1.3873 -1.0514 0.1911 0.160
Br 1.7550 -1.4488 -0.0388 0.556
Br -3.5295 -0.9157 -0.1898 0.062
H 2.6530 -3.4617 0.9765 -0.069
H 1.0346 -3.1213 1.8622 0.028
H -1.2703 -2.2174 -0.5854 -0.229
```

total charge = 0
HOMO (alpha / beta) = -0.3293 / -0.3098 Eh
orbital gap (alpha / beta) = 7.627 / 7.829 eV
relative energy (zero: lowest compared OMol25 entry of this formula, charge and spin) = 99.7 kcal/mol
LUMO (alpha / beta) = -1.33 / -0.60 eV
energy = -150456.40115 eV

4.
A cluster of 2 separate species, C4H9NO2 in total at a distorted geometry, computed with the ωB97M-V functional and the def2-TZVPD basis.

```
16
Properties=species:S:1:pos:R:3:lowdin_charge:R:1
C 1.0203 0.5336 -1.2352 -0.217
C 1.6983 0.2467 0.0879 -0.099
N -1.5812 -0.1810 1.6161 0.016
C -1.3595 -0.7327 0.5161 -0.192
C -1.7287 -1.3078 -0.5907 0.031
O -0.2816 1.4315 -1.1278 -0.145
O -0.8164 -0.5925 2.7097 -0.065
H -1.1821 -0.1063 3.4617 0.091
H -0.0741 2.3208 -0.8042 0.065
H 1.6500 1.2216 -1.8110 0.095
H 0.9074 -0.3376 -1.8797 0.100
H -1.4377 -0.8603 -1.5296 0.049
H -2.4496 -2.1085 -0.6268 0.064
H 2.7206 -0.0994 -0.0630 0.076
H 1.7248 1.1506 0.6950 0.081
H 1.1897 -0.5787 0.5816 0.050
```

total charge = 0
HOMO = -0.3399 Eh
orbital gap = 10.053 eV
relative energy (zero: lowest compared OMol25 entry of this formula, charge and spin) = 124.1 kcal/mol
LUMO = 0.80 eV
energy = -9874.67717 eV
SMILES = C=C=NO.CCO

> Among the records above, which one has the highest relative energy (zero: lowest compared OMol25 entry of this formula, charge and spin)?

C4H9NO2

> relative energy (zero: lowest compared OMol25 entry of this formula, charge and spin) of number 4 (C4H9NO2)?

124.1 kcal/mol

> The highest relative energy (zero: lowest compared OMol25 entry of this formula, charge and spin) belongs to which entry?

C4H9NO2

> Which value of total charge does entry 1 give?

0